P) Molecular formula: C5H7N2
Method: DFT, ωB97M-V/def2-TZVPD

ORCA input file:
```
! wB97M-V def2-TZVPD RIJCOSX def2/J DEFGRID3
* xyz 1 1
C -2.40535 -0.01051 0.24331
C -3.59492 -0.22677 -0.13073
C 1.11970 0.68326 -0.28422
C -0.30586 1.09349 0.00882
C 0.71774 -1.62152 -0.09947
N 1.33182 -0.57613 0.39800
N -1.20231 0.05607 0.11213
H 1.05807 0.54285 -1.39983
H 1.87459 1.36484 0.14450
H -0.41932 1.50785 1.01422
H -0.65379 1.77206 -0.66614
H 0.37873 -1.65047 -1.17420
H 0.58850 -2.58688 0.36002
H 1.51242 -0.34813 1.47358
*
```

For the frontier orbital gap (spin up / spin down), the calculation gives 7.33 / 7.28 eV. The calculation puts the HOMO energy (spin up / spin down) at -13.318 / -13.340 eV.

Q) Molecular formula: C5H7N2
Method: DFT, ωB97M-V/def2-TZVPD

ORCA input file:
```
! wB97M-V def2-TZVPD RIJCOSX def2/J DEFGRID3
* xyz 1 1
C -2.95115 -0.30502 0.16225
N -1.63622 0.06151 -0.07131
N -0.89241 0.43995 0.84310
C 0.33717 0.45348 0.19285
C 0.62362 0.42306 -1.14942
C 1.63545 0.20466 -0.26277
C 2.88186 -0.15987 0.34475
H -3.02394 -1.32045 -0.11422
H -3.34937 -0.11321 1.16943
H -3.57721 0.46186 -0.36873
H 0.23299 0.60699 -2.21196
H 3.48745 -0.88679 -0.35655
H 2.64869 -0.53411 1.36771
H 3.58307 0.66794 0.45487
*
```

For the frontier orbital gap, the calculation gives 9.16 eV. The calculation puts the HOMO energy at -14.535 eV. As for the SMILES: CN=[N+]=c1cc1C.

R) Molecular formula: C5H7N2
Method: DFT, ωB97M-V/def2-TZVPD

ORCA input file:
```
! wB97M-V def2-TZVPD RIJCOSX def2/J DEFGRID3
* xyz 1 1
C -1.94914 1.85975 0.42365
C -0.71751 1.74716 -0.04625
C 0.63853 0.33861 -0.19505
C 1.59542 -0.78923 -0.44970
C -1.42954 -0.86156 0.68232
N -0.65946 0.25009 0.18593
N 0.59624 1.69188 -0.45893
H 2.47753 -0.77957 0.22827
H 2.13999 -0.59436 -1.42042
H 1.06106 -1.73196 -0.23585
H -1.48279 -0.73983 1.75253
H -2.36096 -0.84467 0.19306
H -1.03859 -1.80264 0.38923
H 1.12923 2.25631 -1.04880
*
```

For the frontier orbital gap, the calculation gives 9.69 eV. The calculation puts the HOMO energy at -15.042 eV.

Q) (98.4 kJ/mol below the next structure)